{"formula": "C35H29BrFN5O3PtS3", "method": "ωB97M-V/def2-TZVPD", "e_tot_ev": -158868.797, "orbital_gap_ev": 4.77, "relative_energy_kj_mol": 11.5, "multiplicity": 1, "charge": 0, "symbols": ["Pt", "F", "C", "C", "C", "C", "O", "C", "C", "N", "C", "C", "C", "C", "C", "C", "N", "C", "C", "N", "C", "C", "C", "O", "O", "H", "H", "H", "H", "H", "H", "H", "H", "H", "H", "H", "H", "H", "H", "H", "H", "H", "H", "Br", "C", "C", "C", "C", "C", "C", "C", "C", "C", "C", "H", "H", "H", "H", "H", "H", "S", "C", "S", "C", "N", "N", "C", "C", "C", "C", "C", "C", "S", "H", "H", "H", "H", "H"], "coordinates": [[2.01432, 2.77522, 1.37605], [-1.00213, -3.28439, 2.80031], [-1.63310, -2.17803, 2.32624], [-1.04500, -0.95189, 2.48340], [-1.69337, 0.19133, 2.03576], [-1.02522, 1.50357, 2.23840], [-0.02213, 1.57929, 2.92830], [-1.65519, 2.60743, 1.54904], [-2.87503, 2.42541, 1.00663], [-3.54394, 1.22898, 0.92122], [-4.86439, 1.16895, 0.36022], [-5.05951, 0.54364, -0.99633], [-5.19981, 2.02677, -0.81520], [-2.94125, 0.08390, 1.40801], [-3.52298, -1.17889, 1.25539], [-2.87319, -2.31656, 1.70624], [-3.48787, -3.58159, 1.47813], [-4.82020, -3.81709, 1.99967], [-5.62933, -4.52050, 0.89435], [-4.62572, -5.15282, -0.03175], [-3.56935, -5.87860, 0.74925], [-2.71377, -4.80816, 1.46463], [-1.02766, 3.98465, 1.35389], [-1.80543, 4.93026, 1.24301], [0.23459, 4.03165, 1.21904], [-0.07832, -0.84765, 2.96021], [-3.37176, 3.28223, 0.57327], [-5.64962, 1.01015, 1.09322], [-5.94832, -0.04953, -1.16909], [-4.16408, 0.20027, -1.49748], [-6.18896, 2.46012, -0.83794], [-4.42253, 2.65171, -1.22960], [-4.46254, -1.27783, 0.72901], [-5.29633, -2.88031, 2.27310], [-4.78573, -4.44625, 2.89904], [-6.21518, -3.82630, 0.29452], [-6.27524, -5.31009, 1.27319], [-4.15220, -4.37405, -0.50130], [-5.07298, -5.74682, -0.72654], [-2.98771, -6.48430, 0.05886], [-4.09213, -6.53460, 1.44251], [-1.78496, -4.64340, 0.92307], [-2.46206, -5.17557, 2.46405], [2.57251, 3.85174, 3.49872], [4.31591, 3.08845, 3.60523], [5.08595, 3.34192, 4.69726], [6.38834, 2.80084, 4.73855], [6.85537, 2.07264, 3.68413], [6.05450, 1.82418, 2.54022], [6.56940, 1.12029, 1.42786], [5.77487, 0.92418, 0.33688], [4.43858, 1.37285, 0.31448], [3.85670, 2.05098, 1.36361], [4.71953, 2.30705, 2.49293], [4.71530, 3.95420, 5.50799], [7.01376, 2.98452, 5.60233], [7.86372, 1.67576, 3.69745], [7.59152, 0.76248, 1.45608], [6.16622, 0.40560, -0.53060], [3.85485, 1.14009, -0.56489], [3.03600, 4.06664, -4.94046], [2.50819, 2.99966, -3.78535], [2.08981, 3.47131, -2.16562], [1.78228, 1.81155, -1.74853], [1.96754, 0.98020, -2.71691], [2.34262, 1.65432, -3.86547], [2.65552, 0.83007, -4.98488], [2.28126, 1.20302, -6.26781], [2.59356, 0.37176, -7.33334], [3.26504, -0.82347, -7.12350], [3.62145, -1.19238, -5.83376], [3.31903, -0.36975, -4.76087], [1.19037, 1.33290, -0.18646], [1.76083, 2.13451, -6.42638], [2.30806, 0.66643, -8.33497], [3.50965, -1.46475, -7.96050], [4.14718, -2.12246, -5.65908], [3.58188, -0.64764, -3.75030]], "lowdin_charge": [0.6441, 0.0515, -0.1906, 0.0922, -0.0476, -0.3767, -0.0001, -0.0438, 0.0389, -0.0007, -0.2720, -0.1053, -0.0821, -0.1200, 0.0535, -0.1536, -0.1197, -0.1242, -0.0728, 0.0420, -0.0700, -0.1332, -0.6261, 0.0185, -0.2203, 0.1468, 0.1374, 0.1510, 0.0945, 0.1130, 0.1076, 0.1115, 0.1053, 0.1320, 0.1349, 0.1329, 0.1324, 0.1838, 0.1830, 0.1347, 0.1330, 0.1390, 0.1312, 0.9174, -0.5530, -0.1316, -0.0890, -0.0428, -0.1759, -0.0566, -0.0816, -0.1328, -0.3239, -0.2191, 0.0987, 0.1003, 0.1086, 0.1048, 0.1009, 0.0466, 0.5572, -1.1049, 0.9951, -1.0693, 0.0150, -0.1548, -0.2151, -0.0495, -0.0834, -0.1021, -0.0905, -0.0200, 0.5815, 0.0798, 0.1016, 0.0965, 0.0986, 0.1076]}